1.
{"formula": "C28H41N4O2", "method": "wB97M-V/def2-TZVPD", "homo_lumo_gap_ev": 5.54, "total_charge": 1, "e_homo_ev": -10.30, "spin_multiplicity": 1, "elements": ["C", "C", "N", "C", "C", "C", "C", "C", "C", "C", "C", "C", "N", "C", "C", "O", "C", "C", "C", "C", "C", "C", "C", "C", "O", "H", "H", "H", "H", "H", "H", "H", "H", "H", "H", "H", "H", "H", "H", "H", "H", "H", "H", "H", "H", "H", "H", "H", "H", "H", "C", "N", "C", "C", "C", "C", "C", "C", "N", "H", "H", "H", "H", "H", "H", "H", "H", "H", "H", "H", "H", "H", "H", "H", "H"], "positions_angstrom": [[-5.22703, 4.75046, 2.45849], [-3.97614, 4.04309, 2.97124], [-2.96047, 3.86909, 1.93323], [-1.84206, 3.11426, 2.27749], [-0.53870, 3.50774, 1.89073], [0.56518, 2.76592, 2.27900], [0.41151, 1.53094, 2.96613], [1.52133, 0.69372, 3.31480], [1.48603, -0.71789, 3.02118], [0.65960, -1.27238, 1.99031], [0.61314, -2.63487, 1.73712], [1.29716, -3.54553, 2.57669], [1.21493, -4.92524, 2.38661], [1.04135, -5.75728, 3.57953], [1.24602, -7.24172, 3.28141], [0.57804, -7.66536, 2.09301], [0.96629, -6.89425, 0.95376], [0.62509, -5.41906, 1.14230], [2.12164, -3.01559, 3.60293], [2.28020, -1.64843, 3.75442], [-0.91496, 1.10399, 3.27143], [-2.00776, 1.89950, 2.98989], [-2.77716, 4.92852, 0.94504], [-4.12945, 5.45333, 0.48190], [-4.93269, 5.84851, 1.59665], [-5.86785, 4.00623, 1.94708], [-5.76152, 5.20592, 3.30371], [-3.57482, 4.63526, 3.81916], [-4.26732, 3.06006, 3.35352], [-0.39790, 4.41953, 1.30464], [1.56792, 3.08376, 1.98513], [2.47186, 1.14656, 3.59271], [0.06289, -0.60717, 1.36650], [0.00860, -3.01019, 0.90772], [1.76312, -5.44741, 4.34037], [0.01942, -5.63672, 3.99655], [2.33291, -7.44634, 3.21868], [0.78588, -7.84628, 4.07650], [2.05176, -6.98861, 0.75059], [0.37904, -7.32063, 0.12773], [-0.47676, -5.30780, 1.14825], [1.03886, -4.85187, 0.30055], [2.67300, -3.69847, 4.25174], [3.00210, -1.26752, 4.47812], [-1.06092, 0.13254, 3.74696], [-3.00942, 1.56614, 3.26710], [-2.18822, 5.76932, 1.35914], [-2.24430, 4.51476, 0.07959], [-3.99852, 6.37720, -0.09884], [-4.62538, 4.67079, -0.12634], [2.88181, 4.61735, 4.14723], [2.71402, 4.95448, 5.54321], [2.73467, 6.37912, 5.79229], [3.53287, 4.16261, 6.45057], [2.83106, 2.86953, 6.84883], [3.74075, 1.83053, 7.50189], [2.95405, 0.52045, 7.32228], [1.84514, 0.83013, 6.30299], [2.16684, 2.14559, 5.75276], [2.88695, 3.52506, 4.04736], [2.04220, 5.02782, 3.56832], [3.82222, 5.01933, 3.72262], [2.61215, 6.55078, 6.86884], [3.67165, 6.86900, 5.46631], [1.90488, 6.85564, 5.25520], [4.52616, 3.93464, 6.01099], [3.66547, 4.74951, 7.37352], [2.07734, 3.18528, 7.60532], [4.70122, 1.78783, 6.97133], [3.94226, 2.07448, 8.55079], [3.59678, -0.28955, 6.96750], [2.49480, 0.20942, 8.26473], [1.81837, 0.10181, 5.49414], [0.85367, 0.81153, 6.79149], [1.32832, 2.64553, 5.45670]], "lowdin_charge": [-0.177, -0.124, -0.068, -0.185, 0.011, 0.000, -0.229, 0.077, -0.203, 0.010, 0.010, -0.180, -0.066, -0.121, -0.176, -0.130, -0.173, -0.141, 0.015, 0.000, -0.008, 0.010, -0.146, -0.174, -0.127, 0.132, 0.136, 0.142, 0.111, 0.112, 0.123, 0.127, 0.127, 0.112, 0.113, 0.143, 0.133, 0.136, 0.135, 0.136, 0.140, 0.132, 0.116, 0.120, 0.131, 0.115, 0.137, 0.134, 0.136, 0.135, -0.116, -0.285, -0.103, -0.166, -0.342, -0.135, -0.149, -0.211, -0.039, 0.052, 0.079, 0.093, 0.085, 0.089, 0.084, 0.130, 0.127, 0.154, 0.114, 0.121, 0.100, 0.109, 0.052, 0.125, 0.113]}

***

2.
{"formula": "C2H5N3O", "method": "wB97M-V/def2-TZVPD", "homo_lumo_gap_ev": [10.46, 10.46], "smiles": "[H]/N=C/N/C(O)=N\\[H]", "e_homo_ev": [-9.62, -9.62], "spin_multiplicity": 1, "elements": ["H", "N", "C", "N", "C", "O", "N", "H", "H", "H", "H"], "positions_angstrom": [[3.28035, 0.42249, 0.14620], [2.38592, 0.74486, 0.50862], [1.43333, 0.09296, -0.01685], [0.12204, 0.38036, 0.34461], [-1.00220, -0.23045, -0.13806], [-0.91026, -1.20500, -1.03904], [-2.24847, -0.04652, 0.11742], [-2.59816, 0.63072, 0.76320], [1.50353, -0.70807, -0.75524], [0.00277, 1.11607, 1.02756], [-1.96886, -1.19742, -0.95841]], "nbo_charge": [0.351, -0.673, 0.280, -0.624, 0.710, -0.688, -0.849, 0.368, 0.182, 0.420, 0.522]}

***

3.
{"formula": "C2H6INO2S", "method": "wB97M-V/def2-TZVPD", "homo_lumo_gap_ev": [8.00, 8.00], "e_homo_ev": [-9.07, -9.07], "spin_multiplicity": 1, "elements": ["C", "C", "N", "O", "O", "S", "I", "H", "H", "H", "H", "H", "H"], "positions_angstrom": [[-1.41292, 1.10634, -0.42260], [-0.74628, -0.03562, -1.14662], [1.20779, -0.80213, 2.28223], [1.77769, -0.86583, -1.44806], [0.49631, -1.16004, 0.64605], [0.99321, -0.15336, -0.45925], [2.78963, 0.33881, 1.96694], [-1.35413, 0.95267, 0.65380], [-0.92956, 2.05139, -0.66537], [-2.46390, 1.18123, -0.69851], [-0.61965, 0.14012, -2.21223], [-1.23359, -0.99401, -0.98008], [1.49541, -1.75956, 2.48372]], "nbo_charge": [-0.632, -0.563, -0.525, -0.961, -0.684, 1.484, 0.404, 0.220, 0.211, 0.222, 0.226, 0.234, 0.364]}

***

4.
{"formula": "C5H5NO2", "method": "wB97M-V/def2-TZVPD", "homo_lumo_gap_ev": 8.97, "smiles": "O=C=CN1CCC1=O", "e_homo_ev": -8.40, "spin_multiplicity": 1, "elements": ["O", "C", "C", "N", "C", "C", "C", "O", "H", "H", "H", "H", "H"], "positions_angstrom": [[-3.12582, -1.70309, 0.66233], [-2.02297, -1.64405, 0.29604], [-0.84520, -1.48986, -0.23877], [-0.00095, -0.33503, -0.02195], [1.32842, 0.15415, -0.37644], [0.95837, 1.51675, 0.13760], [-0.50468, 0.89260, 0.32449], [-1.59148, 1.22684, 0.65429], [-0.34559, -2.37575, -0.79185], [1.60280, 0.24867, -1.37381], [2.19359, -0.42038, 0.22180], [0.93804, 2.32654, -0.58278], [1.41548, 1.60260, 1.08906]], "nbo_charge": [-0.420, 0.687, -0.378, -0.429, -0.181, -0.511, 0.700, -0.573, 0.265, 0.192, 0.183, 0.231, 0.232]}

***

How do the records compare in ΔE to the lowest compared entry with this formula, charge and spin? In the order shown, they have 0.0, 33.8, 58.3, 61.8 kcal per mole.